No. 1
This record from OMol25 describes a structure of composition C30H29BClF5N7O7SSn in a non-equilibrium geometry. The level of theory is ωB97M-V with the def2-TZVPD basis set.

Calculated values
Electronic energy (Eh): -3667.4485
Highest occupied orbital energy (Eh): -0.1657
Net charge: -1
F_max (eV Å⁻¹): 1.77
Energy above the lowest of the compared OMol25 structures with the same formula, charge and spin (kcal/mol): 33.7

Geometry as XYZ:
```
82
C30H29BClF5N7O7SSn | OMol25 | ωB97M-V with the def2-TZVPD basis set
C 0.893 0.109 -4.847
F -0.293 -3.888 -0.050
O 2.216 7.203 3.153
H 0.366 -5.825 -2.301
C -3.747 4.304 0.977
C -3.436 3.223 1.779
C 2.251 -4.733 -0.945
C -0.303 -0.508 -1.376
C 0.871 -1.962 -2.882
H 1.501 -2.104 -3.750
H -4.337 2.508 4.246
O -0.814 1.055 0.288
O 0.355 5.840 2.686
C -3.374 -1.212 4.298
H -4.568 4.245 0.274
O -0.188 3.857 -0.614
H -1.230 6.305 1.993
C 1.358 1.340 4.304
C 3.385 -5.667 -1.428
C -2.454 -0.272 3.862
H 2.634 -3.915 -0.344
H 0.431 -4.853 -3.773
B 3.464 -0.840 0.880
N 1.609 -4.151 -2.163
C -1.831 2.122 3.372
H -3.094 -2.258 4.334
C -4.983 0.517 4.681
N 2.112 0.360 4.869
C 2.200 -6.125 -3.481
H 0.794 -1.497 -6.409
O -1.638 3.892 -2.338
H -4.004 2.305 1.717
F 4.640 -0.515 1.542
C 0.154 0.612 -6.047
C -0.816 3.357 -1.583
N 0.084 1.084 4.127
C -0.079 1.567 -3.155
H -0.700 -1.322 -5.391
F 2.784 -1.849 1.623
C -2.984 5.459 1.063
Sn 0.670 3.431 1.826
H -5.348 -1.571 5.059
H -1.462 -0.574 3.566
O 2.405 5.413 1.642
C -2.791 1.085 3.814
C 1.025 -5.261 -2.958
H 2.010 -7.180 -3.245
H 2.420 -3.813 -2.699
H 4.341 -5.324 -1.037
H -0.781 1.136 -5.906
C 0.284 -0.718 -2.634
H -0.992 -1.395 0.439
C -0.560 0.862 -0.891
F 2.632 0.253 0.674
H 0.748 0.983 -6.870
N 0.338 0.313 -3.542
C -0.510 -1.578 -0.514
H 1.977 0.164 -4.879
H 1.499 -5.262 -0.369
N -1.549 4.394 2.646
H 4.240 -6.099 -3.250
O 1.170 7.331 1.062
C -0.487 1.880 -1.912
H 2.290 -6.032 -4.563
H 3.211 -6.687 -1.060
C 0.750 -2.983 -1.965
H -0.043 2.328 -3.923
H 3.106 0.486 4.790
C -4.643 -0.828 4.708
Cl 1.547 6.471 2.131
H -3.196 6.315 0.441
H 1.749 -0.578 4.809
N 3.431 -5.616 -2.888
F 3.804 -1.431 -0.395
C -2.315 3.294 2.608
H -5.963 0.834 5.015
C -1.892 5.451 1.909
C -4.069 1.459 4.242
S 2.114 2.855 3.996
C -0.037 -2.819 -0.834
C 0.203 -0.859 -5.766
N -0.554 2.101 3.535
```

No. 2
This record from OMol25 describes a structure of composition C39H43MnN2O8 in a non-equilibrium geometry. The level of theory is ωB97M-V with the def2-TZVPD basis set.

Calculated values
Electronic energy (Eh): -3374.4927
Highest occupied orbital energy (alpha / beta) (Eh): -0.2129 / -0.2134
Spin multiplicity: 2
Net charge: -1
F_max (eV Å⁻¹): 1.09
Energy above the lowest of the compared OMol25 structures with the same formula, charge and spin (kcal/mol): 2.8

Geometry as XYZ:
```
93
C39H43MnN2O8 | OMol25 | ωB97M-V with the def2-TZVPD basis set
H -5.818 1.830 -4.095
C -0.208 4.668 -1.612
O 0.960 -0.568 3.658
C -4.294 4.480 1.605
H 3.449 4.941 -0.416
Mn -0.004 -0.038 -0.091
C -1.357 -3.129 0.466
C -4.883 1.391 -3.768
C -0.802 3.428 1.768
H -1.638 -0.266 -2.541
C -3.096 0.517 -0.469
O -2.778 4.133 -0.232
H -5.333 4.353 1.918
H 2.781 0.853 -2.703
C -5.718 -1.097 1.861
H 1.099 -2.678 1.593
C -4.165 -0.411 0.141
H 2.719 6.172 -2.447
C -4.830 -0.162 1.335
H -3.893 -1.822 -1.445
H -1.232 4.613 -1.957
C -2.524 0.234 -2.908
H -6.649 -3.015 1.610
C 2.421 4.878 -0.752
C 1.140 -3.291 0.696
H -0.088 -4.906 -1.183
H -2.062 -0.015 -4.992
H 3.024 -0.364 1.986
C 0.030 -3.858 -1.469
O 0.174 -1.642 -0.759
O -4.307 2.521 0.227
O -1.892 -0.124 -0.289
H -0.930 6.233 3.677
C -4.415 -1.616 -0.517
C 2.753 0.376 -0.625
H 0.300 0.186 -2.860
H 1.839 3.551 0.825
C -0.994 4.224 4.442
H 0.599 1.564 -2.005
H -0.858 1.428 2.533
H -0.775 -3.589 -2.156
C 0.931 -0.348 2.466
H 2.098 -3.117 0.198
H -5.469 -3.478 -0.527
C -4.628 1.253 -2.411
C 2.125 0.190 1.710
N 1.835 0.109 0.309
N 0.753 0.561 -2.037
O -0.149 -0.544 1.728
O 3.937 0.642 -0.426
H -3.643 3.957 2.306
H -1.012 2.117 4.885
H -1.412 -2.511 1.357
O -0.045 1.779 0.148
C -0.823 4.780 2.107
H -4.850 4.132 -1.789
C -3.426 0.702 -1.963
C -4.114 3.921 0.208
H 0.372 5.984 -3.207
H -4.663 0.761 1.872
H -6.220 -0.886 2.797
H -4.154 1.062 -5.766
H -5.370 1.565 -1.689
H -0.762 5.526 1.324
C 2.188 0.241 -2.025
H -2.760 1.637 1.303
H -1.488 -4.179 0.745
H -2.172 -2.835 -0.195
C -0.969 2.876 4.113
H -4.946 5.614 -0.811
H -4.042 5.542 1.626
H 0.984 -3.741 -1.991
C 0.190 3.983 -0.470
C -5.958 -2.290 1.198
C 2.014 5.564 -1.894
C 1.516 4.102 -0.051
C -0.701 2.993 0.307
C -0.017 -2.963 -0.239
H -1.061 4.532 5.479
H 1.085 -4.341 0.997
C -2.088 2.889 -0.342
H -6.097 4.290 -0.531
C -0.918 5.177 3.433
C -3.038 1.864 0.271
C -5.065 4.529 -0.798
H -1.927 2.645 -1.397
C 0.701 5.456 -2.320
C -0.871 2.480 2.782
H 2.277 1.229 2.031
C -5.298 -2.547 0.000
C -3.953 0.956 -4.707
H 2.295 -0.806 -2.316
C -2.778 0.362 -4.270
```

No. 3
This record from OMol25 describes a cluster of 2 separate species, CH4FINP in total in a non-equilibrium geometry. The level of theory is ωB97M-V with the def2-TZVPD basis set.

Calculated values
Electronic energy (Eh): -834.1794
Highest occupied orbital energy (alpha / beta) (Eh): -0.2992 / -0.2992
Net charge: 0
F_max (eV Å⁻¹): 2.09
Energy above the lowest of the compared OMol25 structures with the same formula, charge and spin (kcal/mol): 20.2

Geometry as XYZ:
```
9
CH4FINP | OMol25 | ωB97M-V with the def2-TZVPD basis set
H -0.681 -0.320 -1.010
C 0.048 0.027 -0.274
P -1.693 1.988 0.561
H -0.659 0.305 1.674
H 0.770 0.664 -0.783
H 0.562 -0.833 0.146
I -4.235 -0.327 -0.024
F -1.258 2.352 -0.948
N -0.607 0.774 0.783
```

No. 4
This record from OMol25 describes an isolated molecule of C6H14N2 in a non-equilibrium geometry. The level of theory is ωB97M-V with the def2-TZVPD basis set.

Calculated values
Electronic energy (Eh): -346.3500
Highest occupied orbital energy (alpha / beta) (Eh): -0.2679 / -0.2780
Net charge: 0
F_max (eV Å⁻¹): 4.14
Energy above the lowest of the compared OMol25 structures with the same formula, charge and spin (kcal/mol): 111.2

Geometry as XYZ:
```
22
C6H14N2 | OMol25 | ωB97M-V with the def2-TZVPD basis set
C -0.886 0.253 0.061
H -2.298 0.958 -1.410
C -1.899 -0.045 -0.963
H 2.138 1.653 0.065
N 1.396 -0.023 -0.965
H 0.295 -2.053 -1.529
H -1.703 2.238 0.391
C -0.796 1.669 0.433
H -0.885 -2.408 -0.256
H -0.072 2.163 -0.158
H 0.346 -0.721 2.369
H 2.344 1.667 -1.652
C 0.059 -1.980 -0.488
N 1.988 1.196 -0.850
H 0.764 -2.655 -0.054
H 1.514 0.325 1.595
C 0.377 -0.528 -0.045
H -2.788 -0.528 -0.485
C 1.057 -0.573 1.452
H 1.975 -1.247 1.424
H -1.537 -0.677 -1.735
H -0.414 1.772 1.417
```

No. 5
This record from OMol25 describes a structure of composition C25H32AsClCrN4O6. The level of theory is ωB97M-V with the def2-TZVPD basis set.

Calculated values
Electronic energy (Eh): -5382.4919
Highest occupied orbital energy (alpha / beta) (Eh): -0.3012 / -0.3012
Net charge: 0
F_max (eV Å⁻¹): 0.98

Geometry as XYZ:
```
70
C25H32AsClCrN4O6 | OMol25 | ωB97M-V with the def2-TZVPD basis set
C -1.062 0.428 -2.705
H 3.356 -1.616 -1.684
H -1.223 4.407 -1.904
C 1.412 2.452 -1.604
H 0.562 -2.861 5.953
O -2.082 -2.630 0.907
C -2.644 2.637 -2.886
H 0.753 2.391 -2.462
C 1.363 -4.144 0.574
H 2.874 -0.436 3.293
N -1.393 1.078 -1.585
H -4.526 6.170 -3.297
C -3.537 3.841 -2.975
C -0.481 -0.832 3.456
C 1.139 1.740 -0.442
N -3.213 4.941 -2.247
C -2.322 1.943 -4.044
O -1.598 -0.366 2.854
H 1.869 -2.529 -1.986
H -1.518 6.116 -2.062
H -0.982 5.463 0.298
C 2.058 1.877 0.609
C 3.422 3.386 -0.630
O -1.310 1.730 0.941
Cl -1.975 -1.418 0.108
H 2.765 -2.001 5.200
C 3.187 2.683 0.541
O -4.534 3.787 -3.678
N 1.878 1.148 1.800
O -0.514 -1.353 -0.404
H -1.248 0.246 -4.822
H -0.432 -0.442 -2.577
H -5.905 4.934 -1.643
C -0.539 -1.738 4.511
H 4.290 4.027 -0.716
H -3.625 6.951 -1.998
C 1.919 -0.786 3.660
C -1.520 0.821 -3.949
C -2.189 2.147 -1.676
C 0.621 -2.154 5.135
H 2.739 3.799 -2.615
H 1.214 -4.420 1.619
H -5.016 5.688 -0.309
O -2.829 -1.508 -1.065
H 4.405 -3.966 0.638
H 3.853 2.746 1.392
H -2.334 -0.964 3.035
C 2.794 -2.508 -1.408
C -4.172 6.048 -2.273
H 3.913 -3.388 2.247
H -1.506 -2.100 4.840
As 2.332 -2.447 0.501
Cr -0.438 0.708 0.206
N 0.852 0.457 1.845
H 0.387 -4.011 0.111
C -5.349 5.820 -1.339
H 4.798 -2.312 1.158
H -6.029 6.673 -1.372
C 1.855 -1.670 4.719
H -2.455 2.619 -0.743
H 1.918 -4.934 0.067
H 3.382 -3.397 -1.643
H -2.574 6.210 0.177
H -2.710 2.287 -4.993
C 2.543 3.259 -1.696
C 0.759 -0.369 3.018
H -2.431 4.460 0.355
C 4.049 -3.103 1.203
C -1.985 5.339 -0.112
C -1.917 5.196 -1.624
```

No. 6
This record from OMol25 describes a structure of composition C4H8N2 in a non-equilibrium geometry. The level of theory is ωB97M-V with the def2-TZVPD basis set.

Calculated values
Electronic energy (Eh): -266.5934
Highest occupied orbital energy (Eh): -0.2699
Net charge: 0
F_max (eV Å⁻¹): 7.09
Energy above the lowest of the compared OMol25 structures with the same formula, charge and spin (kcal/mol): 80.7

Geometry as XYZ:
```
14
C4H8N2 | OMol25 | ωB97M-V with the def2-TZVPD basis set
H -0.757 -0.722 -1.811
H 2.456 -0.786 -0.167
C 0.889 -0.809 1.115
C -0.009 0.065 0.635
H -1.307 0.654 2.279
H -2.121 0.224 0.775
H 0.747 -0.150 -2.567
C 0.007 0.063 -1.787
N 0.658 0.146 -0.487
C -1.243 0.734 1.192
H -1.331 1.762 0.832
N 1.446 -0.907 -0.060
H -0.467 1.020 -2.027
H 1.032 -1.294 2.078
```

No. 7
This record from OMol25 describes a cluster of 2 separate species, C4H12N2 in total in a non-equilibrium geometry. The level of theory is ωB97M-V with the def2-TZVPD basis set.

Calculated values
Electronic energy (Eh): -268.9690
Highest occupied orbital energy (Eh): -0.2378
Net charge: 0
F_max (eV Å⁻¹): 1.46
Energy above the lowest of the compared OMol25 structures with the same formula, charge and spin (kcal/mol): 92.4

Geometry as XYZ:
```
18
C4H12N2 | OMol25 | ωB97M-V with the def2-TZVPD basis set
H 2.429 0.940 0.519
N 2.166 0.196 -0.122
H 0.964 -0.823 0.239
C -0.949 -1.552 -0.592
H -0.572 -1.173 2.064
H -0.416 2.591 -1.296
C -0.618 -0.258 1.473
H 0.393 0.356 -1.746
H -1.639 0.113 1.418
C 0.202 0.666 -0.726
H -0.506 -1.779 -1.560
H 0.024 0.478 1.949
H -0.986 -2.467 0.001
C -0.452 1.845 -0.515
H 2.731 0.356 -0.953
H -1.950 -1.148 -0.738
H -0.695 2.211 0.472
N -0.126 -0.552 0.114
```

No. 8
This record from OMol25 describes a cluster of 8 separate species, C32H80O16 in total in a non-equilibrium geometry. The level of theory is ωB97M-V with the def2-TZVPD basis set.

Calculated values
Electronic energy (Eh): -2470.6831
Highest occupied orbital energy (Eh): -0.3357
Net charge: 0
F_max (eV Å⁻¹): 1.56
Energy above the lowest of the compared OMol25 structures with the same formula, charge and spin (kcal/mol): 14.0

Geometry as XYZ:
```
128
C32H80O16 | OMol25 | ωB97M-V with the def2-TZVPD basis set
H 25.373 7.449 -14.798
C 24.462 6.395 -10.713
H 30.368 16.745 -13.526
C 28.645 4.921 -6.036
O 28.973 5.899 -5.073
H 26.822 7.513 -12.786
O 25.363 6.408 -11.793
H 25.278 11.102 -8.485
H 27.333 16.318 -13.473
C 31.233 6.816 -9.566
H 31.741 5.201 -1.257
H 19.450 6.877 -4.190
H 30.487 9.452 -7.760
C 26.445 13.438 -5.326
H 26.731 12.828 -7.849
H 22.487 7.653 -7.584
H 27.037 14.036 -12.642
H 24.485 9.062 -11.581
H 20.417 6.325 -8.755
O 26.303 17.032 -9.737
H 25.215 11.497 -4.210
H 25.354 20.160 -13.050
H 20.783 4.553 -8.821
H 26.947 20.561 -13.587
H 30.906 4.898 -8.659
H 32.312 4.098 -2.566
H 23.828 8.056 -15.370
H 27.211 14.211 -5.366
C 24.679 8.292 -14.731
O 26.714 8.121 -8.587
H 30.091 9.094 -9.486
H 25.168 9.225 -15.022
H 26.788 7.357 -5.007
H 28.892 5.256 -7.036
H 30.042 3.802 -3.479
C 25.068 8.735 -12.447
H 24.855 8.810 -8.908
H 31.997 7.323 -10.166
H 25.377 11.182 -5.992
C 26.951 17.808 -10.726
C 32.038 5.123 -2.310
H 26.457 10.494 -9.673
O 25.468 8.901 -4.673
H 31.769 9.436 -8.959
O 30.997 7.597 -8.406
H 27.777 4.889 -3.669
H 32.870 5.807 -2.466
H 27.936 12.330 -9.082
H 26.489 7.927 -11.099
H 26.537 18.807 -13.287
C 27.603 7.810 -7.525
H 20.721 5.767 -3.841
H 27.545 4.797 -6.040
H 20.952 7.515 -3.603
C 26.850 15.738 -9.627
H 25.218 19.100 -10.907
C 25.962 7.607 -4.340
C 26.402 19.842 -12.977
C 28.372 15.976 -13.589
H 23.830 6.605 -7.188
H 28.388 13.235 -11.775
H 32.497 5.604 -8.343
H 28.409 6.368 -3.156
C 31.733 5.456 -9.114
H 30.310 6.747 -10.152
H 26.491 15.329 -8.684
H 31.826 2.857 -9.869
O 29.209 17.654 -14.982
H 27.943 15.822 -9.570
O 24.113 8.398 -13.432
C 28.690 5.498 -3.757
H 29.010 3.918 -5.793
O 28.747 15.132 -12.521
C 20.944 5.487 -8.287
C 26.491 9.854 -4.702
C 32.706 3.503 -9.950
C 22.737 6.656 -7.206
H 26.157 7.629 -3.267
H 23.848 5.497 -10.762
C 30.817 8.966 -8.675
H 26.622 15.070 -10.462
H 25.037 6.417 -9.782
H 29.407 19.644 -14.483
H 26.864 17.329 -11.701
C 20.533 6.757 -4.278
H 29.215 17.920 -12.939
H 29.550 4.661 -2.026
O 26.952 12.137 -5.115
H 29.635 19.245 -16.146
C 26.162 10.455 -8.617
H 27.990 17.974 -10.414
C 25.700 9.055 -8.256
C 27.596 12.185 -8.052
H 23.717 7.197 -10.778
H 25.926 13.457 -6.292
H 25.294 9.013 -7.239
H 28.015 8.743 -7.132
O 22.330 5.686 -8.153
H 20.461 5.357 -7.313
O 26.874 20.052 -11.655
H 28.375 12.502 -7.361
C 29.855 4.805 -3.076
C 26.026 7.623 -12.051
O 30.987 5.631 -3.115
H 25.207 6.858 -4.584
C 22.285 6.425 -5.780
H 22.997 6.896 -5.090
H 33.362 3.516 -9.083
O 20.967 6.900 -5.594
C 25.892 11.211 -5.022
O 27.244 10.841 -7.802
C 29.345 17.116 -13.675
H 30.934 18.812 -14.948
H 27.115 7.249 -6.732
H 28.377 15.414 -14.532
C 26.299 19.181 -10.708
H 33.213 3.141 -10.846
H 25.779 13.701 -4.497
C 29.863 18.893 -15.142
H 22.345 5.355 -5.533
H 28.439 7.257 -7.948
C 28.118 13.867 -12.615
H 27.285 9.585 -5.407
H 25.611 9.646 -12.747
H 26.339 19.590 -9.698
H 28.431 13.380 -13.544
H 26.988 9.989 -3.728
O 32.265 4.827 -10.262
```

What did the seventh record say?
This record from OMol25 describes a cluster of 2 separate species, C4H12N2 in total in a non-equilibrium geometry. The level of theory is ωB97M-V with the def2-TZVPD basis set.

Calculated values
Electronic energy (Eh): -268.9690
Highest occupied orbital energy (Eh): -0.2378
Net charge: 0
F_max (eV Å⁻¹): 1.46
Energy above the lowest of the compared OMol25 structures with the same formula, charge and spin (kcal/mol): 92.4

Geometry as XYZ:
```
18
C4H12N2 | OMol25 | ωB97M-V with the def2-TZVPD basis set
H 2.429 0.940 0.519
N 2.166 0.196 -0.122
H 0.964 -0.823 0.239
C -0.949 -1.552 -0.592
H -0.572 -1.173 2.064
H -0.416 2.591 -1.296
C -0.618 -0.258 1.473
H 0.393 0.356 -1.746
H -1.639 0.113 1.418
C 0.202 0.666 -0.726
H -0.506 -1.779 -1.560
H 0.024 0.478 1.949
H -0.986 -2.467 0.001
C -0.452 1.845 -0.515
H 2.731 0.356 -0.953
H -1.950 -1.148 -0.738
H -0.695 2.211 0.472
N -0.126 -0.552 0.114
```

Please write out number 3 again, unchanged.
This record from OMol25 describes a cluster of 2 separate species, CH4FINP in total in a non-equilibrium geometry. The level of theory is ωB97M-V with the def2-TZVPD basis set.

Calculated values
Electronic energy (Eh): -834.1794
Highest occupied orbital energy (alpha / beta) (Eh): -0.2992 / -0.2992
Net charge: 0
F_max (eV Å⁻¹): 2.09
Energy above the lowest of the compared OMol25 structures with the same formula, charge and spin (kcal/mol): 20.2

Geometry as XYZ:
```
9
CH4FINP | OMol25 | ωB97M-V with the def2-TZVPD basis set
H -0.681 -0.320 -1.010
C 0.048 0.027 -0.274
P -1.693 1.988 0.561
H -0.659 0.305 1.674
H 0.770 0.664 -0.783
H 0.562 -0.833 0.146
I -4.235 -0.327 -0.024
F -1.258 2.352 -0.948
N -0.607 0.774 0.783
```

Question: Number 8 is which compound?
Answer: C32H80O16